Here is a cluster of 3 separate species, C2H10O2S2 in total in a non-equilibrium geometry from the Open Molecules 2025 dataset. Energies are from ωB97M-V/def2-TZVPD.

Summary:
- SMILES string = CCSS.O.O
- relative energy (zero: lowest compared OMol25 entry of this formula, charge and spin) (kJ/mol) = 84.3
- orbital gap (eV) = 9.405
- total charge = 0
- E (eV) = -28001.246
- lowest unoccupied orbital energy (eV) = 0.423

Element x y z (Å)
C: -2.0458 2.0178 -1.1530
C: -0.9532 1.3256 -0.3459
S: -0.7067 -0.3138 -1.2001
S: -0.5063 -1.6739 0.3289
H: -2.9391 1.4050 -1.2374
H: -1.7852 2.1836 -2.1966
H: -2.1711 3.0046 -0.6746
H: -1.1372 1.3259 0.7293
H: 0.0043 1.8426 -0.4230
H: 0.8442 -1.5655 0.3960
O: 1.5412 -0.7339 2.1613
H: 0.6357 -0.4277 2.1126
H: 2.0752 -0.0908 2.6428
O: 2.8018 1.0742 0.3777
H: 2.8391 0.3323 -0.2313
H: 3.1461 0.6716 1.1757